Record 1
C34H26N2O5PPd | ωB97M-V/def2-TZVPD

Each line ends with the Löwdin charge.
Positions of all 69 atoms, in Å:
Pd  -0.1589  1.1999  -0.6401  0.94
C  4.0535  0.4580  -2.5570  -0.08
O  4.3037  -0.5039  -1.5389  -0.12
C  3.8305  -0.3296  -0.2591  -0.24
C  4.4952  -1.0729  0.6971  -0.03
C  4.1368  -1.0267  2.0434  -0.12
C  3.1096  -0.1912  2.4193  -0.08
C  2.3947  0.5432  1.4693  -0.16
C  1.4160  1.5104  1.9516  -0.09
N  0.4667  1.9705  1.2324  -0.10
N  -0.2632  3.0438  1.6878  0.06
C  -0.6905  3.7209  0.6373  -0.49
O  -0.4590  3.4438  -0.5768  -0.11
C  -1.5412  4.9178  0.9392  -0.14
C  -1.8899  5.7708  -0.1007  -0.02
C  -2.6933  6.8757  0.1389  -0.09
C  -3.1597  7.1304  1.4203  -0.11
C  -2.8166  6.2774  2.4617  -0.10
C  -2.0090  5.1767  2.2241  -0.04
C  2.6921  0.4654  0.0791  -0.33
O  2.0244  1.0951  -0.8396  -0.18
H  4.7237  0.1794  -3.3708  0.08
H  3.0196  0.4392  -2.8925  0.08
H  4.2888  1.4663  -2.2121  0.09
H  5.3179  -1.6909  0.3575  0.11
H  4.6709  -1.6208  2.7729  0.09
H  2.8324  -0.0988  3.4635  0.11
H  1.5502  1.9435  2.9434  0.13
H  -1.5318  5.5347  -1.0935  0.11
H  -2.9647  7.5329  -0.6782  0.09
H  -3.7967  7.9865  1.6082  0.09
H  -3.1856  6.4668  3.4625  0.09
H  -1.7320  4.5025  3.0223  0.10
O  -4.2912  1.1658  -0.7545  0.02
C  -3.2552  0.5662  -1.0160  -0.64
O  -2.1817  1.0812  -1.4762  -0.16
C  -3.2794  -0.9585  -0.7984  -0.12
C  -4.5455  -1.5487  -0.7723  -0.03
C  -4.7063  -2.9130  -0.6352  -0.08
C  -3.5905  -3.7311  -0.4967  -0.09
C  -2.3331  -3.1613  -0.4953  -0.10
C  -2.1620  -1.7821  -0.6526  -0.30
P  -0.4397  -1.1690  -0.5881  1.08
C  0.1311  -1.9798  0.9465  -0.34
C  0.9408  -3.1055  1.0320  -0.08
C  1.2546  -3.6507  2.2704  -0.09
C  0.7484  -3.0875  3.4302  -0.09
C  -0.0714  -1.9690  3.3518  -0.08
C  -0.3705  -1.4149  2.1201  -0.10
C  0.3313  -2.0257  -1.9958  -0.32
C  -0.4483  -2.3488  -3.1072  -0.08
C  0.1393  -2.8826  -4.2427  -0.09
C  1.5111  -3.0947  -4.2848  -0.09
C  2.2940  -2.7594  -3.1905  -0.07
C  1.7085  -2.2221  -2.0534  -0.09
H  -5.3939  -0.8844  -0.8629  0.11
H  -5.7004  -3.3433  -0.6306  0.10
H  -3.7001  -4.8023  -0.3813  0.10
H  -1.4625  -3.7938  -0.3663  0.11
H  1.3345  -3.5675  0.1371  0.10
H  1.8967  -4.5208  2.3227  0.10
H  0.9948  -3.5145  4.3943  0.10
H  -0.4692  -1.5179  4.2520  0.10
H  -0.9965  -0.5295  2.0671  0.11
H  -1.5178  -2.1790  -3.0854  0.11
H  -0.4767  -3.1286  -5.0982  0.10
H  1.9685  -3.5099  -5.1743  0.10
H  3.3674  -2.8938  -3.2184  0.11
H  2.3359  -1.9404  -1.2196  0.09

Values from the calculation:
Orbital gap (alpha / beta): 7.085 / 6.737 eV
Strongest force on any atom: 0.51 eV/A
HOMO level (alpha / beta): -4.5 / -4.5 eV
Net charge: -1
Multiplicity: 3

Record 2
C34H27Cl2IrN5O3SSi | ωB97M-V/def2-TZVPD

Each line ends with the Löwdin charge.
Positions of all 74 atoms, in Å:
Ir  0.1344  -0.0499  -0.1327  1.51
Cl  -0.9785  -6.3511  2.1197  0.68
C  -1.1588  -4.6661  1.7904  -0.67
C  -0.0427  -3.9217  1.4955  -0.03
C  -0.1802  -2.5571  1.2189  -0.22
N  0.8263  -1.7184  0.8260  -0.04
C  2.1519  -1.9518  0.8448  -0.47
O  2.7611  -2.8129  1.4557  0.08
C  2.8673  -1.0060  -0.0949  -0.17
C  4.2145  -1.1854  -0.3376  0.01
C  4.8394  -0.3997  -1.2908  -0.03
C  4.0872  0.5420  -1.9720  -0.03
C  2.7438  0.6810  -1.6704  -0.09
N  2.1414  -0.0715  -0.7467  0.00
C  -1.4462  -1.9325  1.2596  -0.19
C  -2.5655  -2.7166  1.5645  -0.03
C  -2.4248  -4.0603  1.8145  -0.67
Cl  -3.8405  -4.9910  2.1626  0.68
N  -1.4805  -0.5596  0.9550  -0.02
C  -2.4740  0.1717  1.6343  -0.38
O  -3.0261  -0.2775  2.6189  0.08
C  -2.9159  1.5245  1.1425  -0.19
C  -3.8531  2.2168  1.9075  0.01
C  -4.3661  3.3954  1.3952  -0.05
C  -3.9394  3.8333  0.1488  -0.05
C  -2.9846  3.0813  -0.5205  -0.11
N  -2.4792  1.9603  -0.0233  0.12
H  0.9348  -4.3794  1.4844  0.11
H  4.7212  -1.9578  0.2238  0.13
H  5.8911  -0.5286  -1.5088  0.12
H  4.5195  1.1696  -2.7382  0.11
H  2.1260  1.4051  -2.1820  0.11
H  -3.5536  -2.2896  1.6005  0.11
H  -4.1687  1.8137  2.8580  0.12
H  -5.0999  3.9609  1.9548  0.11
H  -4.3337  4.7388  -0.2924  0.10
H  -2.5961  3.3919  -1.4855  0.10
S  1.0119  3.8953  1.8429  1.14
C  1.0024  2.7187  3.1238  -0.45
C  1.1873  2.9180  4.4865  -0.08
C  1.1170  1.8161  5.3168  -0.08
C  0.8746  0.5399  4.7981  -0.06
C  0.6992  0.3390  3.4444  0.00
C  0.7593  1.4461  2.6005  -0.27
N  0.6062  1.4443  1.2202  -0.06
C  0.6856  2.6454  0.6991  -0.52
C  0.3662  2.8106  -0.6993  -0.29
C  0.4288  4.0259  -1.3831  -0.05
C  0.0198  4.0769  -2.7018  -0.09
C  -0.4685  2.9216  -3.3157  -0.08
C  -0.5335  1.7178  -2.6272  -0.10
C  -0.1031  1.6283  -1.3052  -0.28
H  1.3741  3.9060  4.8855  0.11
H  1.2483  1.9436  6.3829  0.11
H  0.8231  -0.3065  5.4694  0.11
H  0.5155  -0.6466  3.0407  0.10
H  0.7922  4.9212  -0.8894  0.10
H  0.0692  5.0073  -3.2520  0.10
H  -0.8038  2.9699  -4.3451  0.11
H  -0.9079  0.8253  -3.1135  0.09
C  0.8256  -1.3885  -4.1872  -0.17
Si  0.1239  -2.2945  -2.6920  0.27
C  1.5001  -3.4100  -2.0560  -0.14
C  -1.3013  -3.3702  -3.2454  -0.16
O  -0.4616  -1.2485  -1.5974  -0.46
H  1.3542  -2.0864  -4.8430  0.03
H  1.5376  -0.6149  -3.8875  0.01
H  0.0421  -0.9088  -4.7784  0.03
H  1.6476  -4.2465  -2.7446  0.04
H  1.2637  -3.8333  -1.0771  0.02
H  2.4560  -2.8857  -1.9812  0.02
H  -0.9974  -4.0639  -4.0334  0.03
H  -2.1207  -2.7579  -3.6278  0.03
H  -1.6856  -3.9571  -2.4077  0.03

Values from the calculation:
Orbital gap (alpha / beta): 7.035 / 5.698 eV
Strongest force on any atom: 1.21 eV/A
HOMO level (alpha / beta): -7.5 / -7.8 eV
Net charge: 0
Energy relative to the best compared isomer or geometry (same formula, charge and spin): 14.9 kcal per mole
Multiplicity: 2